Record 1
The following is a quantum chemistry calculation of a molecular structure, C13H18N5O4S2Ti in a non-equilibrium geometry, from the OMol25 dataset.

Element x y z (Å)
Ti 0.1474 -0.1620 -0.0799
N -1.8869 -1.0613 -0.6500
C -2.3229 -2.0567 0.3251
C -1.1501 -2.6435 1.0892
O -1.2847 -3.7165 1.7010
N -0.0617 -1.8870 1.0316
C 1.1170 -2.2738 1.7686
C 2.2560 -1.2613 1.5669
O 3.3188 -1.4224 2.1696
O 1.9953 -0.3008 0.7582
H -2.5790 -0.3546 -0.8027
H -1.6369 -1.5142 -1.5323
H -2.8928 -2.8779 -0.1308
H -2.9593 -1.5553 1.0603
H 1.4825 -3.2624 1.4506
H 0.9206 -2.3455 2.8487
O 0.0500 1.2660 -1.4203
N -0.1162 1.0922 -2.7573
C -0.3897 2.2506 -3.4799
C -0.3861 2.2082 -4.8477
C -0.0744 1.0266 -5.5261
C 0.2922 -0.1097 -4.7411
C 0.3074 -0.0804 -3.3701
S 0.7909 -1.4013 -2.3274
H -0.6124 3.1156 -2.8777
H -0.6308 3.1201 -5.3830
H -0.0528 0.9871 -6.6060
H 0.5779 -1.0421 -5.2078
S -0.4504 1.4300 1.7146
C -1.8061 1.4861 0.7295
N -3.0632 0.9637 1.2129
C -4.2569 1.5712 0.6268
C -4.0469 1.7231 -0.8710
C -2.9537 2.7552 -1.1029
N -1.9733 2.7035 -0.0182
H -3.0843 0.9791 2.2257
H -4.4603 2.5731 1.0467
H -5.1276 0.9398 0.8390
H -4.9631 2.0065 -1.3941
H -3.7525 0.7583 -1.2617
H -3.4181 3.7524 -1.0811
H -2.5079 2.6216 -2.0935
H -1.0492 2.9897 -0.3208

Values from the calculation:
Charge ... -2
Relative energy (zero: lowest compared OMol25 entry of this formula, charge and spin) ... 65.4 kcal per mole
Calculated total energy ... -2726.852105 Ha
HOMO-LUMO gap (alpha / beta) ... 3.96 / 4.38 eV
Expectation value of S² ... 0.770
Spin multiplicity ... 2

Results of the Löwdin charge analysis, in e, for atoms 1 through 2: atom 1 (Ti): 0.6798, atom 2 (N): -0.0498

---

Record 2
The following is a quantum chemistry calculation of 2 unconnected molecules or ions with the total composition C3H9N2OP, from the OMol25 dataset.

Element x y z (Å)
C -2.2450 -2.2230 0.3511
C -1.4849 -1.2086 0.7317
N -1.6050 0.0882 0.2668
C -0.6577 1.0474 0.5267
N -0.9517 2.2700 -0.0044
O 0.3351 0.8468 1.1907
H -3.0507 -2.1026 -0.3530
H -2.0793 -3.2069 0.7438
H -0.6658 -1.3262 1.4268
H -2.3644 0.2904 -0.3649
H -1.6936 2.4026 -0.6634
H -0.2428 2.9806 0.0665
P 3.7130 -0.3901 0.1653
H 4.5062 0.5541 0.8053
H 2.5750 0.0518 0.8194
H 3.4883 0.4628 -0.9047

Values from the calculation:
Relative energy (zero: lowest compared OMol25 entry of this formula, charge and spin) ... 29.0 kcal per mole
SMILES ... C=CNC(N)=O.P
Calculated total energy ... -645.794250 Ha
HOMO-LUMO gap ... 9.50 eV
Spin multiplicity ... 1

Results of the Löwdin charge analysis, in e, for atoms 1 through 2: atom 1 (C): 0.0022, atom 2 (C): -0.1975

---

Record 3
The following is a quantum chemistry calculation of a molecular structure, C5H17AgBNOPSSi in a non-equilibrium geometry, from the OMol25 dataset.

Element x y z (Å)
C 3.7461 -0.3961 0.2343
C 2.7574 0.3612 -0.7428
C 1.4355 0.9317 -0.1046
C 0.4066 -0.1585 0.4124
Si -1.4524 0.2417 0.1596
C -2.2007 0.9359 1.7843
P -1.8634 1.7621 -1.4235
S -1.1539 1.3044 -3.2048
B -2.3787 -1.4553 -0.3261
N -1.9151 -2.7669 0.1648
O -3.5215 -1.4237 -1.1708
H 4.1632 -1.2425 -0.3216
H 4.6040 0.2499 0.4415
H 3.2778 -0.7519 1.1970
H 2.5589 -0.2835 -1.6048
H 3.3155 1.2256 -1.1211
H 1.6600 1.6124 0.7298
H 0.9875 1.5728 -0.8799
H 0.5684 -0.2539 1.5540
H 0.6250 -1.1457 -0.0308
H -3.2378 1.2141 1.5479
H -1.6806 1.8818 2.0026
H -2.1343 0.2236 2.6088
H -1.3888 3.0208 -0.9375
H -3.2850 1.9101 -1.4636
H -1.4066 -3.2796 -0.5538
H -1.2290 -2.6362 0.9033
H -3.2123 -1.6806 -2.0429
Ag 1.9540 -0.9735 2.1884

Values from the calculation:
Charge ... +2
Calculated total energy ... -1530.884018 Ha
HOMO-LUMO gap (alpha / beta) ... 7.83 / 5.56 eV
Expectation value of S² ... 0.754
Spin multiplicity ... 2

Results of the Löwdin charge analysis, in e, for atoms 1 through 2: atom 1 (C): -0.0642, atom 2 (C): -0.2077

---

Record 4
The following is a quantum chemistry calculation of a gas-phase ion, C3H6O5P (charge -1) in a non-equilibrium geometry, from the OMol25 dataset.

Element x y z (Å)
O 3.0270 0.7343 -0.4638
C 2.5400 -0.3404 -0.1642
C 1.0166 -0.5010 -0.2635
O 0.5887 -1.7762 0.1530
C 0.1878 0.6677 0.1327
O -0.9940 0.8410 -0.6682
P -2.5618 0.4981 0.0376
O -3.4616 0.4236 -1.0923
O -2.2099 -0.7058 0.8777
H 3.1184 -1.2492 0.1941
H 1.0789 -0.4590 -1.4002
H -0.2406 -1.6572 0.6587
H -0.2213 0.4252 1.0879
H 0.9243 1.4754 -0.0145
H -2.7926 1.6234 0.9251

Values from the calculation:
Charge ... -1
Relative energy (zero: lowest compared OMol25 entry of this formula, charge and spin) ... 33.2 kcal per mole
SMILES ... O=C[C@@H](O)CO[P@@H](=O)[O-]
Calculated total energy ... -835.586210 Ha
HOMO-LUMO gap ... 9.18 eV
Spin multiplicity ... 1

Results of the Löwdin charge analysis, in e, for atoms 1 through 2: atom 1 (O): 0.0091, atom 2 (C): -0.1955

---

Record 5
The following is a quantum chemistry calculation of C2H6N2OS in the gas phase in a non-equilibrium geometry, from the OMol25 dataset.

Element x y z (Å)
C -0.8048 -0.7566 -1.2890
C 0.0020 -0.0010 -0.2744
N -0.1630 1.2492 -0.2372
S -0.1068 2.2184 1.2226
N 0.7367 -0.7175 0.6866
O 1.7951 0.0862 1.0892
H -0.1106 -1.3651 -1.9681
H -1.6336 -1.4219 -0.8363
H -1.5617 -0.1969 -1.8124
H -1.3392 2.7532 0.9398
H 1.1025 -1.6114 0.3842
H 2.0834 -0.2365 2.0950

Values from the calculation:
Relative energy (zero: lowest compared OMol25 entry of this formula, charge and spin) ... 92.8 kcal per mole
SMILES ... C/C(=N/S)NO
Calculated total energy ... -662.619028 Ha
HOMO-LUMO gap ... 8.93 eV
Spin multiplicity ... 1

Results of the Löwdin charge analysis, in e, for atoms 1 through 2: atom 1 (C): -0.0471, atom 2 (C): -0.5444

---

Record 6
The following is a quantum chemistry calculation of a molecular structure, C32H41F3N7OPrSSi2, from the OMol25 dataset.

Element x y z (Å)
Pr 0.0771 -0.1634 -0.3018
N -0.5820 -4.4099 1.6082
C -0.8505 -3.7399 2.7938
C -1.1539 -4.1994 4.0684
C -1.3852 -3.2299 5.0249
C -1.3242 -1.8535 4.7204
C -1.0202 -1.4107 3.4525
C -0.7673 -2.3790 2.4757
N -0.4361 -2.2360 1.1364
C -0.3439 -3.4740 0.6582
C -0.0993 -3.7251 -0.7480
C -0.1620 -4.9017 -1.4352
S 0.1045 -4.6160 -3.0929
C 0.2688 -2.9582 -2.7872
N 0.1612 -2.6103 -1.5310
H -0.5441 -5.4080 1.4855
H -1.2083 -5.2531 4.3064
H -1.6266 -3.5338 6.0346
H -1.5274 -1.1363 5.5048
H -0.9905 -0.3546 3.2175
H -0.3588 -5.8959 -1.0661
H 0.4600 -2.2501 -3.5827
O -0.6454 1.7180 1.4043
C -2.0031 2.1718 1.5451
C -2.9391 1.0524 1.2015
C -4.2770 1.1590 1.5535
C -5.1445 0.1438 1.2003
C -4.6472 -0.9655 0.5279
C -3.3026 -0.9983 0.2335
N -2.4558 -0.0042 0.5469
H -0.0599 2.4873 1.4349
H -2.1701 3.0160 0.8782
H -2.1748 2.5012 2.5705
H -4.6244 2.0289 2.0969
H -6.1942 0.2096 1.4541
H -5.2865 -1.7884 0.2405
H -2.8736 -1.8523 -0.2772
N 3.0673 -1.4722 -2.3878
C 4.1084 -1.0388 -3.1224
C 4.2180 0.3134 -2.9049
C 3.1824 0.6078 -2.0089
N 2.4844 -0.4789 -1.6868
H 2.7536 -2.4190 -2.2673
H 4.6871 -1.7168 -3.7288
H 4.9386 0.9893 -3.3323
H 2.9198 1.5634 -1.5869
C -1.4489 1.6644 -4.9286
Si -1.7357 1.2551 -3.1398
C -3.2548 2.1526 -2.5419
C -2.1910 -0.5875 -3.0766
C -0.2175 1.5021 -2.1199
Si 0.3337 3.2035 -1.6885
C 1.2921 4.0083 -3.0654
C -1.0454 4.3716 -1.1953
C 1.5604 3.1472 -0.2047
H -2.3445 1.4801 -5.5288
H -0.6349 1.0599 -5.3406
H -1.1746 2.7152 -5.0583
H -4.1071 1.8061 -3.1339
H -3.1910 3.2341 -2.6658
H -3.4809 1.9407 -1.4908
H -3.2709 -0.7379 -3.1597
H -1.8861 -1.0762 -2.1453
H -1.7181 -1.1438 -3.8919
H 0.5879 1.1545 -2.7978
H 0.6651 4.1455 -3.9505
H 2.1572 3.4100 -3.3679
H 1.6563 4.9941 -2.7603
H -1.3143 4.9894 -2.0570
H -0.7196 5.0566 -0.4072
H -1.9632 3.8818 -0.8752
H 1.7410 2.1700 0.2655
H 1.2664 3.8363 0.5975
H 2.5499 3.4906 -0.5215
F 4.9807 -1.5545 5.2602
C 5.1243 -0.4217 4.5581
F 6.3312 -0.4376 3.9836
F 5.0706 0.6072 5.4075
C 4.0326 -0.3268 3.5110
C 2.8751 0.3865 3.7577
C 1.8945 0.4018 2.7838
N 2.0112 -0.2359 1.6117
C 3.1431 -0.9212 1.3892
C 4.1706 -0.9961 2.3084
H 2.7355 0.9253 4.6844
H 0.9739 0.9447 2.9478
H 3.2274 -1.4252 0.4378
H 5.0652 -1.5597 2.0817

Values from the calculation:
Charge ... +2
Relative energy (zero: lowest compared OMol25 entry of this formula, charge and spin) ... 0.6 kcal per mole
Calculated total energy ... -3496.039302 Ha
HOMO-LUMO gap (alpha / beta) ... 7.36 / 7.33 eV
Expectation value of S² ... 2.005
Spin multiplicity ... 3

Results of the Löwdin charge analysis, in e, for atoms 1 through 2: atom 1 (Pr): 1.1256, atom 2 (N): 0.2066